The following is a DFT calculation (ωB97M-V/def2-TZVPD) of C21H56N12O27PS2 as an isolated structure.

```
119
Properties=species:S:1:pos:R:3:mulliken_charge:R:1
C 7.788 2.104 1.793 -1.019
C 6.298 2.155 1.495 -0.346
O 5.784 0.862 1.239 -0.269
C 5.334 0.649 -0.083 -0.496
C 4.898 -0.795 -0.206 -0.867
C 3.752 -1.187 0.734 0.047
C 2.824 -2.256 0.147 -1.337
C 1.606 -1.722 -0.609 -0.889
S 0.249 -1.443 0.521 1.057
O 0.593 -0.301 1.340 -0.615
O 0.033 -2.703 1.204 -0.703
N -1.040 -1.224 -0.405 -0.332
S -1.232 0.088 -1.272 0.431
O -1.738 -0.305 -2.582 -0.319
O -0.062 0.951 -1.290 -0.539
P -2.925 1.132 -0.393 0.053
C -2.317 2.848 -0.726 -1.080
C -2.557 1.024 1.403 -0.359
C -2.822 -0.359 2.028 -1.114
H 8.231 3.097 1.690 0.286
H 8.297 1.431 1.101 0.366
H 7.979 1.755 2.810 0.203
H 6.096 2.824 0.651 0.321
H 5.750 2.564 2.350 0.259
H 6.141 0.877 -0.795 0.411
H 4.488 1.316 -0.306 0.252
H 4.590 -0.949 -1.248 0.402
H 5.763 -1.441 -0.028 0.328
H 3.175 -0.307 1.031 0.196
H 4.167 -1.602 1.651 0.293
H 3.402 -2.901 -0.523 0.489
H 2.452 -2.907 0.941 0.248
H 1.231 -2.442 -1.337 0.504
H 1.808 -0.780 -1.123 0.472
H -3.183 3.476 -0.942 0.441
H -1.815 3.234 0.161 0.232
H -1.634 2.867 -1.574 0.388
H -1.540 1.368 1.611 0.179
H -3.233 1.769 1.838 0.668
H -3.109 -1.100 1.283 0.204
H -1.927 -0.740 2.517 0.179
H -3.621 -0.304 2.770 0.347
C 1.972 -3.441 4.212 -0.583
N 3.307 -2.818 4.458 0.912
O 3.500 -1.731 3.965 -0.468
O 4.108 -3.453 5.118 -0.598
H 1.391 -2.764 3.593 0.175
H 2.149 -4.387 3.710 0.261
H 1.515 -3.614 5.182 0.312
C -3.276 -0.513 -5.176 -0.160
N -4.645 -1.073 -5.335 1.002
O -5.012 -1.924 -4.550 -0.555
O -5.316 -0.651 -6.259 -0.615
H -2.813 -0.956 -4.305 -0.092
H -2.737 -0.733 -6.092 0.262
H -3.376 0.560 -5.044 0.199
C 8.018 4.316 5.325 -0.776
N 8.936 4.588 4.184 0.917
O 10.103 4.270 4.296 -0.555
O 8.440 5.102 3.204 -0.510
H 8.585 3.865 6.129 0.326
H 7.586 5.271 5.610 0.324
H 7.242 3.650 4.959 0.277
C -7.526 2.323 1.460 -0.730
N -6.184 2.607 2.037 0.911
O -5.968 2.270 3.182 -0.533
O -5.379 3.143 1.303 -0.503
H -8.129 1.828 2.210 0.267
H -7.946 3.275 1.150 0.290
H -7.367 1.686 0.595 0.292
C -11.192 -1.489 2.833 -0.707
N -9.985 -0.655 2.576 0.867
O -10.082 0.254 1.774 -0.517
O -8.981 -0.942 3.188 -0.491
H -12.000 -1.114 2.218 0.308
H -10.928 -2.512 2.584 0.277
H -11.412 -1.410 3.894 0.271
C 4.649 4.536 8.447 -0.716
N 5.083 3.696 7.296 0.830
O 6.156 3.128 7.377 -0.506
O 4.333 3.640 6.348 -0.476
H 5.417 4.489 9.210 0.304
H 4.506 5.544 8.070 0.286
H 3.702 4.134 8.795 0.287
C 0.126 -2.639 -6.198 -0.693
N 0.437 -1.328 -6.832 0.964
O 1.587 -1.097 -7.145 -0.551
O -0.490 -0.559 -6.979 -0.532
H 1.045 -3.207 -6.126 0.327
H -0.296 -2.422 -5.220 0.200
H -0.613 -3.129 -6.824 0.274
C -3.006 -3.591 -1.856 -0.078
N -2.894 -4.949 -2.453 1.010
O -1.830 -5.526 -2.376 -0.578
O -3.878 -5.406 -3.014 -0.629
H -2.062 -3.326 -1.393 0.022
H -3.267 -2.906 -2.659 0.057
H -3.808 -3.617 -1.122 0.178
C -6.226 -6.251 -0.551 -0.632
N -6.493 -4.948 0.121 0.900
O -6.066 -4.791 1.246 -0.536
O -7.132 -4.131 -0.508 -0.523
H -5.664 -6.873 0.135 0.282
H -7.194 -6.680 -0.791 0.298
H -5.672 -6.038 -1.462 0.219
C 1.425 3.061 0.499 0.136
N 1.946 4.379 0.052 1.024
O 3.129 4.482 -0.207 -0.598
O 1.144 5.290 -0.038 -0.622
H 2.244 2.354 0.542 -0.206
H 0.979 3.213 1.478 0.301
H 0.677 2.739 -0.213 -0.039
C 1.866 0.859 -9.740 -0.646
N 1.969 0.620 -11.206 0.875
O 0.945 0.429 -11.829 -0.528
O 3.084 0.630 -11.687 -0.538
H 0.822 0.821 -9.456 0.285
H 2.439 0.085 -9.242 0.265
H 2.306 1.832 -9.544 0.278
```

Summary:
HOMO energy	-6.219	eV
charge	-1

The following is a DFT calculation (ωB97M-V/def2-TZVPD) of a 7-piece molecular cluster, C21H56O21S7 overall at a distorted geometry.

```
105
Properties=species:S:1:pos:R:3:mulliken_charge:R:1
C 32.834 3.655 6.768 -1.361
C 33.630 4.293 7.796 -0.189
O 33.566 5.721 7.765 -0.316
S 34.213 6.486 9.026 1.240
C 34.351 8.138 8.463 -0.613
O 33.148 6.345 9.994 -0.659
O 35.483 5.903 9.150 -0.598
H 31.601 3.841 6.807 0.232
H 33.035 2.546 6.655 0.368
H 33.281 3.914 5.893 0.442
H 33.032 3.785 8.672 0.183
H 34.505 3.891 7.840 0.475
H 33.308 8.427 8.167 0.363
H 34.934 8.364 7.570 0.398
H 34.656 8.749 9.301 -0.053
C 38.052 3.074 11.880 -1.304
C 38.072 4.118 10.741 -0.428
O 38.936 3.647 9.697 -0.293
S 39.137 4.621 8.378 1.271
C 40.546 3.943 7.493 -1.201
O 37.952 4.558 7.589 -0.586
O 39.590 5.909 8.827 -0.611
H 37.718 1.927 11.505 0.250
H 37.296 3.126 12.770 0.288
H 38.922 2.872 12.305 0.472
H 37.399 4.702 10.532 0.735
H 38.565 5.015 11.149 0.350
H 41.399 4.107 8.213 0.317
H 40.658 4.520 6.657 0.422
H 40.305 2.973 7.334 0.417
C 33.046 11.596 15.157 -0.263
C 31.949 10.681 15.710 -0.504
O 31.459 9.892 14.642 -0.210
S 30.051 9.111 15.028 1.214
C 29.715 7.872 13.853 -0.913
O 30.318 8.592 16.293 -0.601
O 29.039 10.160 14.955 -0.680
H 32.501 12.240 14.289 -0.031
H 33.737 10.936 14.621 -0.245
H 33.432 12.434 15.870 0.325
H 32.419 10.188 16.640 0.105
H 31.199 11.149 16.236 0.778
H 28.670 7.245 13.883 0.321
H 30.319 7.200 13.842 0.362
H 29.581 8.408 12.879 0.353
C 33.318 7.820 12.773 -0.133
C 34.641 8.470 12.966 -0.375
O 35.328 8.451 11.723 0.081
S 36.969 8.638 11.801 1.281
C 37.474 8.754 10.077 -1.247
O 37.161 9.940 12.365 -0.634
O 37.685 7.492 12.349 -0.642
H 33.452 6.667 12.445 0.230
H 32.622 8.371 12.006 0.180
H 32.713 7.900 13.765 -0.344
H 34.458 9.394 13.271 0.082
H 35.109 7.873 13.708 0.372
H 38.518 9.061 10.227 0.436
H 37.047 9.605 9.735 0.468
H 37.300 7.901 9.466 0.218
C 32.778 15.383 14.732 -1.572
C 33.847 14.755 13.893 -0.070
O 33.421 13.925 12.831 -0.308
S 34.563 13.123 11.931 1.170
C 33.586 12.087 10.898 -0.789
O 35.181 14.022 11.067 -0.654
O 35.223 12.216 12.748 -0.458
H 32.274 16.090 14.221 0.511
H 33.177 15.977 15.556 0.350
H 32.069 14.709 14.991 0.410
H 34.304 15.593 13.234 0.360
H 34.630 14.057 14.566 0.211
H 32.805 11.451 11.356 0.203
H 34.350 11.512 10.476 0.156
H 33.149 12.743 10.211 0.478
C 32.550 5.700 16.450 -0.384
C 32.470 5.431 17.916 -0.874
O 33.682 4.904 18.388 -0.274
S 33.869 4.732 20.041 1.155
C 34.602 6.200 20.644 -0.806
O 32.514 4.689 20.628 -0.659
O 34.686 3.589 20.193 -0.589
H 33.384 6.320 16.222 0.030
H 31.640 6.250 16.229 0.184
H 32.429 4.765 15.686 0.300
H 32.486 6.344 18.184 0.522
H 31.570 5.066 18.395 0.467
H 35.473 6.255 19.879 0.186
H 34.844 5.792 21.591 0.399
H 34.123 7.105 20.593 0.337
C 39.825 9.057 15.472 -1.907
C 38.564 8.465 15.836 0.461
O 37.579 9.284 16.473 -0.325
S 36.223 8.664 17.152 1.097
C 35.967 9.699 18.404 -1.075
O 35.189 8.759 16.113 -0.313
O 36.456 7.324 17.654 -0.724
H 40.502 9.365 16.459 0.255
H 39.679 9.783 15.048 0.709
H 40.442 8.419 14.950 0.458
H 37.994 8.080 14.897 -0.059
H 38.689 7.496 16.323 0.365
H 35.231 9.235 18.825 0.521
H 35.817 10.727 17.938 0.258
H 36.727 9.897 19.243 0.293
```

Summary:
HOMO energy	-10.339	eV
SMILES	CCOS(C)(=O)=O.CCOS(C)(=O)=O.CCOS(C)(=O)=O.CCOS(C)(=O)=O.CCOS(C)(=O)=O.CCOS(C)(=O)=O.CCOS(C)(=O)=O

The following is a DFT calculation (ωB97M-V/def2-TZVPD) of a 7-piece molecular cluster, C21H56O21S7 overall at a distorted geometry.

```
105
Properties=species:S:1:pos:R:3:mulliken_charge:R:1
C -1.462 -0.247 7.538 -1.099
C -1.769 -1.369 6.597 -0.209
O -2.053 -2.445 7.451 -0.312
S -3.258 -3.524 6.960 1.085
C -4.621 -2.450 7.548 -0.864
O -3.227 -3.659 5.504 -0.557
O -3.340 -4.745 7.774 -0.573
H -2.320 0.039 8.147 0.268
H -1.148 0.700 7.098 0.364
H -0.646 -0.670 8.125 0.294
H -2.601 -1.020 5.984 0.361
H -0.873 -1.760 6.114 0.280
H -4.646 -2.201 8.609 0.325
H -5.535 -2.874 7.135 0.347
H -4.519 -1.481 7.059 0.291
C -0.766 -8.144 -5.500 -1.260
C 0.117 -9.209 -4.886 -0.156
O -0.644 -10.092 -4.049 -0.303
S 0.300 -11.260 -3.273 1.141
C -1.045 -12.538 -3.043 -0.808
O 1.209 -11.672 -4.268 -0.600
O 0.698 -10.611 -2.008 -0.600
H -0.304 -7.364 -6.104 0.388
H -1.167 -7.481 -4.733 0.300
H -1.570 -8.506 -6.141 0.325
H 0.748 -9.628 -5.671 0.330
H 0.784 -8.657 -4.223 0.292
H -0.855 -13.141 -2.155 0.326
H -0.844 -13.145 -3.926 0.319
H -1.993 -12.004 -2.987 0.307
C 6.967 1.059 -1.451 -1.121
C 7.973 0.211 -0.612 -0.165
O 9.315 -0.077 -1.093 -0.346
S 10.293 -0.839 0.075 1.131
C 9.305 -2.341 0.361 -0.957
O 11.567 -1.183 -0.579 -0.574
O 10.367 -0.007 1.331 -0.595
H 6.000 0.561 -1.520 0.328
H 7.416 1.147 -2.440 0.309
H 7.027 2.116 -1.191 0.300
H 8.000 0.580 0.413 0.392
H 7.489 -0.765 -0.560 0.223
H 9.949 -2.982 0.962 0.381
H 9.205 -2.706 -0.661 0.347
H 8.382 -2.220 0.929 0.348
C -4.887 11.025 -6.320 -1.038
C -4.631 10.290 -7.627 -0.282
O -5.627 9.314 -7.762 -0.323
S -5.251 7.703 -7.385 1.147
C -5.751 7.833 -5.636 -0.849
O -6.257 6.885 -8.042 -0.596
O -3.856 7.294 -7.567 -0.587
H -5.926 11.121 -6.004 0.312
H -4.754 12.078 -6.570 0.373
H -4.281 10.688 -5.479 0.283
H -4.822 10.976 -8.452 0.280
H -3.624 9.966 -7.889 0.337
H -4.889 8.205 -5.082 0.273
H -6.050 6.826 -5.348 0.392
H -6.566 8.557 -5.653 0.277
C -8.609 -4.885 1.659 -1.207
C -7.520 -5.933 1.724 -0.091
O -6.626 -5.866 0.544 -0.336
S -5.761 -7.180 -0.007 1.110
C -4.087 -6.335 -0.103 -0.825
O -5.933 -8.173 1.046 -0.628
O -6.292 -7.541 -1.325 -0.581
H -9.366 -4.927 0.876 0.330
H -8.209 -3.902 1.410 0.319
H -9.034 -4.865 2.663 0.347
H -6.919 -5.822 2.626 0.288
H -8.080 -6.858 1.859 0.294
H -3.385 -7.167 -0.153 0.345
H -3.850 -5.615 0.681 0.311
H -4.237 -5.787 -1.033 0.325
C 9.127 8.731 6.600 -1.175
C 8.065 8.882 5.557 -0.147
O 6.981 7.985 5.870 -0.301
S 5.629 8.096 4.920 1.097
C 6.413 7.003 3.517 -0.951
O 4.512 7.391 5.518 -0.556
O 5.539 9.445 4.360 -0.588
H 9.655 9.685 6.608 0.354
H 9.741 7.867 6.345 0.298
H 8.659 8.684 7.583 0.325
H 7.560 9.841 5.447 0.382
H 8.491 8.641 4.583 0.243
H 7.115 7.592 2.926 0.325
H 5.631 6.653 2.843 0.369
H 6.926 6.129 3.917 0.324
C 0.328 1.020 0.143 -1.248
C -0.842 0.970 -0.852 -0.119
O -0.339 0.967 -2.115 -0.229
S -1.445 0.580 -3.256 1.087
C -2.516 2.155 -3.323 -0.922
O -0.795 0.748 -4.565 -0.588
O -2.228 -0.634 -2.952 -0.574
H 0.812 0.059 0.316 0.296
H -0.132 1.452 1.032 0.353
H 1.158 1.696 -0.066 0.335
H -1.319 0.005 -0.675 0.343
H -1.537 1.753 -0.548 0.251
H -1.831 2.989 -3.476 0.321
H -3.016 2.288 -2.363 0.329
H -3.165 2.027 -4.189 0.364
```

Summary:
HOMO energy	-10.686	eV
SMILES	CCOS(C)(=O)=O.CCOS(C)(=O)=O.CCOS(C)(=O)=O.CCOS(C)(=O)=O.CCOS(C)(=O)=O.CCOS(C)(=O)=O.CCOS(C)(=O)=O

The following is a DFT calculation (ωB97M-V/def2-TZVPD) of a 7-piece molecular cluster, C21H56O21S7 overall at a distorted geometry.

```
105
Properties=species:S:1:pos:R:3:mulliken_charge:R:1
C 10.287 -19.693 15.059 -1.257
C 9.958 -21.165 14.970 -0.075
O 10.843 -21.745 13.988 -0.242
S 10.704 -23.301 13.721 1.293
C 11.899 -23.926 14.849 -0.813
O 9.420 -23.735 14.164 -0.708
O 11.141 -23.567 12.403 -0.655
H 9.509 -19.082 15.514 0.378
H 10.332 -19.298 14.038 0.316
H 11.250 -19.504 15.527 0.297
H 10.193 -21.664 15.915 0.290
H 8.893 -21.319 14.813 0.279
H 11.426 -24.181 15.792 0.289
H 12.699 -23.212 15.026 0.485
H 12.330 -24.785 14.337 0.098
C 10.801 -29.740 8.555 -1.012
C 12.196 -29.379 9.049 -0.533
O 12.057 -28.419 10.102 -0.157
S 13.334 -27.672 10.713 1.252
C 12.419 -26.601 11.792 -0.761
O 14.130 -28.558 11.487 -0.680
O 13.893 -26.897 9.666 -0.657
H 10.778 -30.788 8.259 0.333
H 10.543 -29.087 7.723 0.387
H 10.020 -29.594 9.301 0.136
H 12.779 -30.249 9.371 0.404
H 12.806 -28.977 8.235 0.420
H 11.980 -27.242 12.544 0.025
H 11.794 -26.014 11.128 0.347
H 13.249 -25.968 12.109 0.521
C 0.835 -24.957 4.478 -0.892
C 0.870 -26.427 4.891 -0.313
O 2.137 -26.875 5.401 -0.267
S 2.540 -26.398 6.863 0.961
C 2.555 -27.933 7.744 -0.916
O 3.875 -25.916 6.752 -0.524
O 1.502 -25.573 7.384 -0.648
H 0.870 -24.874 3.394 0.304
H 1.658 -24.369 4.886 0.259
H -0.042 -24.452 4.882 0.281
H 0.020 -26.703 5.516 0.305
H 0.757 -27.044 3.998 0.351
H 2.093 -27.745 8.709 0.335
H 3.584 -28.268 7.803 0.248
H 1.893 -28.607 7.205 0.431
C 8.673 -26.209 12.006 -0.040
C 8.078 -25.941 10.642 -0.737
O 6.630 -25.946 10.865 -0.279
S 5.716 -25.919 9.576 1.244
C 5.802 -24.221 9.130 -0.767
O 6.276 -26.707 8.519 -0.619
O 4.393 -26.176 10.051 -0.697
H 9.761 -26.241 11.972 -0.199
H 8.325 -27.166 12.396 0.215
H 8.434 -25.376 12.663 0.296
H 8.406 -24.951 10.324 0.293
H 8.261 -26.703 9.890 0.498
H 6.849 -23.939 9.060 0.322
H 5.247 -23.635 9.855 0.381
H 5.381 -24.112 8.134 0.210
C 10.270 -29.639 12.754 0.378
C 10.797 -30.810 11.947 -0.659
O 11.158 -31.820 12.933 -0.338
S 10.592 -33.278 12.742 1.242
C 8.857 -33.056 13.060 -0.825
O 10.785 -33.692 11.392 -0.629
O 11.125 -34.046 13.806 -0.627
H 9.206 -29.687 12.997 0.414
H 10.290 -28.803 12.040 -0.187
H 10.864 -29.403 13.630 -0.193
H 10.047 -31.180 11.247 0.586
H 11.646 -30.524 11.337 -0.213
H 8.396 -33.991 12.754 0.410
H 8.461 -32.247 12.451 0.269
H 8.773 -32.835 14.119 0.263
C 11.588 -30.999 16.145 -0.830
C 11.692 -29.534 16.539 -0.331
O 10.469 -28.852 16.267 -0.249
S 10.591 -27.302 15.952 1.162
C 8.917 -27.044 15.561 -0.530
O 10.969 -26.615 17.139 -0.655
O 11.383 -27.154 14.771 -0.638
H 11.492 -31.174 15.076 0.020
H 10.638 -31.382 16.540 0.252
H 12.391 -31.537 16.640 0.419
H 12.028 -29.473 17.578 0.467
H 12.549 -29.092 16.014 0.297
H 8.307 -27.115 16.455 0.427
H 8.588 -27.734 14.788 0.162
H 8.848 -26.050 15.110 0.088
C 7.708 -22.615 2.279 -1.096
C 8.415 -23.587 3.214 -0.213
O 8.163 -23.129 4.577 -0.331
S 7.967 -24.207 5.705 1.248
C 6.533 -25.095 5.163 -0.663
O 9.110 -25.064 5.720 -0.678
O 7.595 -23.467 6.868 -0.640
H 8.373 -22.482 1.421 0.338
H 7.599 -21.648 2.756 0.296
H 6.799 -23.057 1.878 0.287
H 8.074 -24.610 3.086 0.300
H 9.494 -23.507 3.106 0.349
H 6.788 -25.831 4.408 0.428
H 5.858 -24.352 4.737 0.370
H 6.035 -25.519 6.032 0.020
```

Summary:
HOMO energy	-10.753	eV
SMILES	CCOS(C)(=O)=O.CCOS(C)(=O)=O.CCOS(C)(=O)=O.CCOS(C)(=O)=O.CCOS(C)(=O)=O.CCOS(C)(=O)=O.CCOS(C)(=O)=O

| no. | HOMO-LUMO gap (eV) | E (eV) |
| --- | --- | --- |
| 1 | 7.51 | -126779.6707 |
| 2 | 10.53 | -141511.7659 |
| 3 | 10.78 | -141519.5209 |
| 4 | 11.07 | -141525.9482 |